Molecular formula: C60H116N7NiO13
Method: DFT, the ωB97M-V functional and the def2-TZVPD basis

The total energy comes out at -142180.952 eV. The calculation puts the highest occupied orbital energy (alpha / beta) at -4.6 / -4.5 eV. As for the spin multiplicity: 3. As for the expectation value of S²: 2.007. Its HOMO-LUMO gap (alpha / beta) is 6.32 / 6.24 eV. The value obtained for the lowest unoccupied orbital energy (alpha / beta) is 1.757 / 1.756 eV. The charge is -1.

Each line ends with the Löwdin charge.
Geometry (Å):
Ni 2.55 2.29 -1.66  0.792
N 1.75 0.02 -0.85  -0.535
O 1.31 -1.02 -0.38  0.051
O 1.05 1.01 -1.01  -0.030
O 2.88 0.23 -1.29  -0.013
C 4.95 4.60 0.93  0.009
C 3.98 3.93 0.04  -0.275
C 2.58 4.61 -0.15  -0.326
O 1.76 3.97 -0.82  -0.071
C 2.34 5.85 0.58  -0.002
C 3.26 6.33 1.46  -0.433
C 4.70 5.81 1.56  -0.328
O 5.69 6.38 2.24  -0.069
O 2.87 7.26 2.19  0.001
O 4.08 2.85 -0.60  -0.083
H 5.93 4.15 1.03  0.098
H 1.36 6.28 0.67  0.104
C 5.00 1.60 -3.53  -0.026
C 3.84 1.68 -4.50  -0.435
C 3.33 0.25 -4.76  -0.151
C 1.98 0.09 -5.43  -0.154
C 0.95 1.04 -4.76  -0.140
C 1.39 2.48 -4.59  -0.447
N 2.71 2.49 -3.86  -0.140
O 3.14 3.70 -3.55  0.003
C 1.36 3.07 -6.03  -0.014
C 0.21 3.16 -3.82  -0.021
C 4.36 2.22 -5.88  -0.013
H 5.48 2.56 -3.32  0.096
H 5.84 1.10 -4.01  0.093
H 4.67 1.15 -2.60  0.068
H 4.05 -0.33 -5.34  0.129
H 3.33 -0.32 -3.84  0.085
H 1.68 -0.95 -5.35  0.102
H 2.08 0.18 -6.51  0.102
H 0.71 0.55 -3.81  0.099
H 0.04 0.96 -5.35  0.118
H 0.38 3.30 -6.46  0.093
H 1.79 4.07 -5.93  0.078
H 1.91 2.43 -6.72  0.065
H 0.44 4.21 -3.63  0.089
H -0.73 3.14 -4.37  0.092
H 0.02 2.75 -2.83  0.061
H 4.28 3.31 -5.88  0.076
H 3.87 1.83 -6.77  0.072
H 5.43 2.03 -5.98  0.083
H 3.03 4.20 -4.36  0.102
C -2.99 -3.56 -1.85  -0.006
C -3.67 -2.12 -2.06  -0.434
C -2.57 -1.02 -1.94  -0.130
C -1.72 -0.72 -3.16  -0.179
C -2.58 -0.59 -4.40  -0.093
C -3.64 -1.77 -4.67  -0.498
N -4.36 -2.04 -3.37  -0.103
O -5.46 -2.96 -3.45  -0.034
C -4.58 -1.37 -5.69  -0.071
C -2.88 -3.02 -5.10  -0.027
C -4.79 -1.78 -1.03  -0.021
H -2.00 -3.53 -2.31  0.040
H -3.54 -4.28 -2.46  0.070
H -3.05 -3.96 -0.83  0.073
H -2.92 -0.10 -1.48  0.086
H -1.85 -1.36 -1.19  0.111
H -0.99 -1.52 -3.21  0.095
H -1.16 0.15 -2.82  0.096
H -2.00 -0.45 -5.32  0.105
H -3.16 0.34 -4.32  0.113
H -5.40 -2.05 -5.94  0.087
H -5.08 -0.45 -5.37  0.092
H -4.08 -1.25 -6.65  0.089
H -3.44 -3.95 -5.23  0.092
H -2.60 -2.75 -6.12  0.076
H -1.95 -3.16 -4.54  0.053
H -4.35 -1.90 -0.04  0.071
H -5.62 -2.48 -1.15  0.065
H -5.23 -0.85 -1.39  0.088
H -6.25 -2.49 -3.15  0.088
C -0.07 -5.30 -3.35  -0.026
C 0.87 -4.92 -2.09  -0.381
C 1.60 -6.28 -1.66  -0.111
C 2.90 -6.60 -2.45  -0.199
C 3.83 -5.45 -2.49  -0.158
C 3.16 -4.21 -3.12  -0.503
N 1.94 -3.91 -2.34  -0.084
O 1.34 -2.67 -2.62  -0.036
C 4.17 -3.13 -2.96  -0.045
C 2.81 -4.29 -4.63  -0.011
C 0.04 -4.60 -0.79  -0.049
H 0.39 -5.97 -4.07  0.058
H -0.40 -4.43 -3.92  0.049
H -0.97 -5.84 -3.07  0.074
H 1.70 -6.26 -0.58  0.100
H 0.90 -7.09 -1.88  0.106
H 2.71 -6.94 -3.47  0.102
H 3.37 -7.50 -2.05  0.106
H 4.78 -5.64 -2.99  0.123
H 4.11 -5.25 -1.45  0.122
H 4.96 -3.13 -3.72  0.091
H 3.72 -2.14 -3.08  0.056
H 4.69 -3.18 -2.00  0.094
H 2.17 -5.14 -4.87  0.055
H 2.34 -3.32 -4.82  0.076
H 3.67 -4.61 -5.22  0.082
H 0.58 -4.68 0.15  0.077
H -0.89 -5.15 -0.66  0.075
H -0.30 -3.56 -0.83  0.047
H 1.51 -2.17 -1.82  0.043
C -1.21 -3.98 3.15  -0.018
C -1.40 -2.44 3.21  -0.484
C -2.85 -2.11 2.79  -0.133
C -3.89 -2.34 3.89  -0.163
C -3.44 -1.68 5.20  -0.164
C -2.04 -2.01 5.72  -0.429
N -1.07 -1.88 4.54  -0.071
O 0.27 -2.14 4.91  -0.028
C -1.72 -0.92 6.77  -0.048
C -2.10 -3.44 6.47  -0.016
C -0.48 -1.86 2.15  -0.047
H -1.92 -4.56 3.74  0.071
H -1.22 -4.20 2.08  0.065
H -0.19 -4.22 3.46  0.080
H -2.87 -1.10 2.38  0.102
H -3.18 -2.70 1.93  0.104
H -4.92 -2.08 3.65  0.111
H -3.87 -3.41 4.08  0.092
H -4.14 -1.92 6.00  0.114
H -3.64 -0.61 5.12  0.105
H -0.90 -1.37 7.32  0.073
H -2.47 -0.69 7.52  0.082
H -1.38 0.05 6.40  0.075
H -1.11 -3.88 6.48  0.071
H -2.83 -4.12 6.02  0.062
H -2.33 -3.33 7.53  0.069
H 0.57 -2.05 2.37  0.088
H -0.74 -2.21 1.14  0.070
H -0.59 -0.78 2.05  0.066
H 0.73 -1.30 4.79  0.042
C -2.90 3.33 -1.10  -0.019
C -2.89 3.01 0.43  -0.477
C -2.08 4.14 1.14  -0.120
C -2.16 4.14 2.66  -0.221
C -3.58 4.44 3.05  -0.133
C -4.57 3.34 2.48  -0.411
N -4.29 3.11 0.98  -0.098
O -5.23 2.22 0.39  -0.030
C -4.49 2.03 3.28  -0.038
C -6.02 3.97 2.54  -0.049
C -2.30 1.67 0.70  -0.036
H -3.45 4.27 -1.17  0.076
H -3.39 2.60 -1.74  0.069
H -1.94 3.56 -1.56  0.069
H -1.01 4.05 0.94  0.120
H -2.40 5.14 0.84  0.121
H -1.37 4.78 3.05  0.113
H -1.73 3.24 3.09  0.086
H -3.88 5.40 2.64  0.112
H -3.53 4.61 4.13  0.119
H -5.32 1.92 3.99  0.074
H -4.58 1.09 2.73  0.074
H -3.60 2.05 3.91  0.072
H -6.19 4.79 1.84  0.074
H -6.62 3.10 2.29  0.065
H -6.40 4.39 3.47  0.075
H -1.29 1.51 0.33  0.083
H -2.98 0.94 0.26  0.066
H -2.19 1.52 1.78  0.070
H -5.80 2.82 -0.10  0.094
C 2.86 -0.20 6.01  -0.022
C 3.44 0.63 4.82  -0.459
C 2.88 0.22 3.46  -0.132
C 1.47 0.76 3.09  -0.132
C 1.49 2.32 3.33  -0.103
C 2.01 2.83 4.69  -0.512
N 3.27 2.12 4.92  -0.112
O 3.88 2.63 6.03  -0.010
C 2.22 4.31 4.33  -0.025
C 0.97 2.77 5.77  -0.026
C 4.97 0.36 4.81  -0.043
H 2.94 -1.26 5.78  0.082
H 1.79 -0.01 6.08  0.048
H 3.31 -0.03 6.99  0.083
H 3.64 0.42 2.70  0.121
H 2.78 -0.85 3.31  0.109
H 0.70 0.30 3.70  0.081
H 1.23 0.54 2.05  0.087
H 0.42 2.52 3.35  0.091
H 1.89 2.79 2.43  0.114
H 2.69 4.79 5.19  0.086
H 2.87 4.46 3.46  0.077
H 1.36 4.92 4.05  0.095
H 0.02 3.26 5.57  0.086
H 0.80 1.77 6.17  0.060
H 1.46 3.28 6.60  0.082
H 5.24 -0.63 4.42  0.082
H 5.41 0.37 5.81  0.072
H 5.46 1.13 4.22  0.088
H 4.29 3.41 5.64  0.107